Record 1
10
Properties=species:S:1:pos:R:3:lowdin_charge:R:1 method="wB97M-V/def2-TZVPD" e_above_lowest_kcal_mol=49.2 multiplicity=1
C -0.820 -0.418 -0.416 -0.60
C -1.827 -0.126 0.649 -0.50
C 0.581 0.097 -0.113 -0.03
O -1.093 -1.687 0.009 -0.09
Br -3.558 -0.004 0.009 0.77
H -1.182 -0.240 -1.393 0.11
H -1.749 -0.171 1.806 0.13
H 0.746 0.506 0.876 0.08
H 0.847 0.850 -0.757 0.04
H 1.340 -0.678 -0.311 0.09



Record 2
9
Properties=species:S:1:pos:R:3:lowdin_charge:R:1 method="wB97M-V/def2-TZVPD" e_above_lowest_kcal_mol=123.2 multiplicity=1
C 1.708 0.172 0.457 -0.22
C 0.547 -0.567 0.108 -0.18
N -1.956 0.255 -0.268 -0.06
O 2.672 0.280 -0.213 0.15
O 0.099 -1.606 -0.136 0.20
O -0.748 0.718 0.170 -0.24
H 1.608 0.595 1.482 0.15
H -1.680 -0.753 -0.541 0.09
H -2.250 0.907 -1.059 0.11



Record 3
19
Properties=species:S:1:pos:R:3:lowdin_charge:R:1 method="wB97M-V/def2-TZVPD" smiles="CN[C@H](C)C(=O)O.O" e_above_lowest_kcal_mol=63.8 multiplicity=1
C 1.229 -0.355 0.881 -0.13
N -0.205 -0.319 0.898 -0.10
C -0.715 0.257 -1.579 -0.05
C -0.826 0.528 -0.081 -0.31
C -0.333 1.987 0.411 -0.43
O -1.049 3.032 0.048 0.13
O 0.549 1.949 1.267 0.06
H 1.638 0.463 0.290 0.08
H 1.470 -1.298 0.245 0.07
H 1.715 -0.537 1.857 0.10
H -0.740 -1.166 0.834 0.09
H -0.981 1.163 -2.198 0.10
H 0.320 0.053 -1.847 0.07
H -1.285 -0.603 -1.852 0.06
H -1.972 0.530 0.068 0.17
H -0.555 3.792 -0.245 0.12
H -0.159 -2.844 0.298 0.02
H 1.378 -3.112 0.209 0.04
O 0.522 -3.520 0.496 -0.09



Record 4
84
Properties=species:S:1:pos:R:3:mulliken_spin:R:1 method="wB97M-V/def2-TZVPD" charge=+2 multiplicity=2 s_squared=0.76
Re -0.285 -0.690 -0.682 0.94
C 2.313 -2.541 -0.164 0.02
N 2.129 -1.112 0.113 0.00
C 2.451 -0.888 1.526 0.00
C 1.375 -1.446 2.412 0.00
C 1.666 -2.293 3.473 0.00
C 0.630 -2.741 4.277 0.00
C -0.658 -2.319 3.991 0.00
C -0.856 -1.480 2.907 0.01
N 0.133 -1.057 2.133 0.03
C 2.994 -0.264 -0.709 0.00
C 2.533 -0.226 -2.134 0.02
C 3.439 -0.247 -3.187 0.00
C 2.974 -0.203 -4.491 0.00
C 1.603 -0.141 -4.690 0.00
C 0.766 -0.101 -3.593 0.01
N 1.212 -0.134 -2.333 -0.01
C 1.443 -3.172 -1.216 0.01
C 1.758 -4.468 -1.617 0.00
C 0.868 -5.176 -2.400 0.01
C -0.309 -4.552 -2.797 0.00
C -0.530 -3.251 -2.395 0.02
N 0.316 -2.577 -1.612 0.00
H 2.023 -3.072 0.753 0.00
H 3.370 -2.762 -0.374 0.00
H 2.510 0.187 1.710 -0.01
H 3.425 -1.333 1.775 0.00
H 2.684 -2.593 3.663 0.00
H 0.828 -3.403 5.106 0.00
H -1.494 -2.635 4.592 0.00
H -1.843 -1.129 2.638 0.00
H 4.043 -0.586 -0.654 0.00
H 2.932 0.757 -0.314 0.00
H 4.496 -0.293 -2.978 0.00
H 3.658 -0.223 -5.325 0.00
H 1.176 -0.129 -5.678 0.00
H -0.304 -0.030 -3.732 -0.01
H 2.670 -4.924 -1.263 0.00
H 1.069 -6.199 -2.674 0.00
H -1.050 -5.068 -3.385 0.00
H -1.440 -2.734 -2.674 -0.01
C -4.389 1.794 3.215 0.00
C -4.377 0.919 2.139 0.00
C -3.221 0.737 1.401 0.00
C -2.067 1.433 1.750 -0.01
C -2.093 2.352 2.795 0.00
C -3.250 2.516 3.534 0.00
P -0.574 1.301 0.715 -0.01
C 0.798 2.003 1.655 -0.02
C 0.990 1.692 3.001 0.00
C 2.105 2.165 3.670 0.00
C 3.029 2.959 3.007 0.00
C 2.830 3.291 1.675 0.00
C 1.726 2.806 0.992 0.00
C -1.054 2.564 -0.503 0.02
C -1.108 3.924 -0.289 0.00
C -1.686 4.759 -1.251 0.00
C -2.248 4.222 -2.382 0.00
C -2.276 2.827 -2.593 0.00
C -2.934 2.239 -3.691 -0.01
C -3.046 0.875 -3.774 0.00
C -2.434 0.046 -2.823 -0.04
C -1.660 0.563 -1.800 -0.01
C -1.645 1.978 -1.644 0.00
H -5.291 1.907 3.800 0.00
H -5.271 0.375 1.877 0.00
H -3.206 0.037 0.576 0.01
H -1.218 2.937 3.036 0.00
H -3.257 3.206 4.364 0.00
H 0.279 1.065 3.513 0.00
H 2.265 1.903 4.704 0.00
H 3.903 3.315 3.532 0.00
H 3.542 3.926 1.170 0.00
H 1.570 3.053 -0.050 0.00
H -0.717 4.351 0.622 0.00
H -1.720 5.825 -1.082 0.00
H -2.725 4.860 -3.111 0.00
H -3.367 2.877 -4.446 0.00
H -3.592 0.425 -4.587 0.00
H -2.572 -1.020 -2.931 0.01
O -0.562 -3.411 0.780 0.00
C -1.676 -2.972 0.565 0.01
O -1.931 -1.822 0.070 0.00
H -2.590 -3.555 0.795 0.00



Number 1: E_tot -2766.457691 Eh. Number 2: E_tot -358.333394 Eh. Number 3: E_tot -439.424255 Eh. Number 4: E_tot -2372.053707 Eh.